[1]
# C22H25BMnN12O2S

A molecular structure, C22H25BMnN12O2S (the ωB97M-V functional and the def2-TZVPD basis, the Open Molecules 2025 dataset).

## Properties
gap between HOMO and LUMO (spin up / spin down)	0.24888 / 0.25917	hartree
net charge	+1
molar mass	587.34	g/mol
multiplicity	5
largest force on an atom	0.64	eV/A

Positions of all 64 atoms, in Å:
Mn: 0.054 0.783 0.233
C: 3.433 -1.545 0.415
C: 2.778 -0.336 0.258
N: 1.465 -0.525 0.439
N: 1.251 -1.825 0.706
C: 2.427 -2.460 0.690
B: -0.183 -2.391 1.048
N: -0.691 -1.617 2.287
C: -1.078 -2.015 3.516
C: -1.318 -0.892 4.275
C: -1.039 0.174 3.413
N: -0.693 -0.273 2.212
N: -1.129 -2.008 -0.124
C: -2.032 -2.721 -0.819
C: -2.736 -1.863 -1.644
C: -2.190 -0.613 -1.393
N: -1.237 -0.704 -0.470
N: -0.040 -3.867 1.336
C: 0.590 -4.408 2.422
C: 0.678 -5.757 2.227
C: 0.075 -5.964 0.967
N: -0.343 -4.833 0.431
H: 4.489 -1.737 0.329
H: 3.160 0.640 0.008
H: 2.488 -3.523 0.860
H: -1.180 -3.058 3.769
H: -1.636 -0.849 5.304
H: -1.065 1.235 3.617
H: -2.099 -3.786 -0.688
H: -3.527 -2.116 -2.330
H: -2.449 0.341 -1.826
H: 0.945 -3.793 3.236
H: 1.110 -6.492 2.888
H: -0.068 -6.894 0.434
C: -0.624 3.034 -3.776
C: -0.503 2.372 -2.433
N: 0.215 1.327 -2.226
N: 0.992 0.942 -3.266
C: 1.496 -0.324 -3.489
N: 2.403 -0.321 -4.490
S: 1.068 -1.692 -2.683
C: -1.261 2.920 -1.281
C: -1.925 4.130 -1.363
C: -2.650 4.600 -0.277
C: -2.712 3.840 0.876
C: -2.002 2.660 0.910
N: -1.286 2.222 -0.130
H: -0.640 2.278 -4.561
H: 0.206 3.722 -3.970
H: -1.548 3.597 -3.859
H: 1.201 1.640 -3.956
H: 2.809 0.519 -4.869
H: 2.841 -1.198 -4.705
H: -1.874 4.720 -2.264
H: -3.162 5.552 -0.337
H: -3.279 4.156 1.740
H: -1.989 2.037 1.792
C: 2.375 3.768 1.782
C: 1.516 2.700 1.173
O: 0.737 2.016 1.896
O: 1.574 2.443 -0.062
H: 3.338 3.320 2.039
H: 1.920 4.143 2.695
H: 2.550 4.572 1.071



[2]
# C22H25Cl2MnN7S

A molecular structure, C22H25Cl2MnN7S (the ωB97M-V functional and the def2-TZVPD basis, the Open Molecules 2025 dataset).

## Properties
gap between HOMO and LUMO (spin up / spin down)	0.21220 / 0.23515	hartree
net charge	+3
molar mass	545.40	g/mol
multiplicity	5
largest force on an atom	0.69	eV/A

Positions of all 58 atoms, in Å:
Mn: 0.845 0.453 -0.110
C: 1.550 -3.402 1.876
C: 1.069 -4.286 0.927
C: 0.532 -3.786 -0.255
C: 0.487 -2.424 -0.441
N: 0.979 -1.566 0.481
C: 1.503 -2.046 1.607
C: -0.210 -1.759 -1.561
C: -0.837 -2.361 -2.629
C: -1.616 -1.575 -3.473
C: -1.829 -0.231 -3.182
C: -1.169 0.319 -2.108
N: -0.313 -0.430 -1.389
C: -1.396 1.650 -1.510
C: -2.304 2.570 -1.971
C: -2.564 3.706 -1.204
C: -1.900 3.880 -0.005
C: -0.960 2.939 0.377
N: -0.713 1.845 -0.351
H: 1.953 -3.749 2.818
H: 1.096 -5.355 1.103
H: 0.133 -4.458 -1.004
H: 1.917 -1.326 2.300
H: -0.750 -3.426 -2.795
H: -2.105 -2.024 -4.330
H: -2.514 0.360 -3.774
H: -2.832 2.407 -2.901
H: -3.289 4.435 -1.544
H: -2.091 4.737 0.629
H: -0.387 3.061 1.287
Cl: 1.033 4.654 -1.695
C: 1.694 3.460 -2.785
Cl: 2.057 1.876 -1.983
H: 2.650 3.808 -3.153
H: 1.000 3.267 -3.590
C: 3.858 -4.035 -2.688
N: 3.542 -2.704 -2.150
C: 4.147 -1.989 -1.199
S: 3.495 -0.427 -0.783
N: 5.245 -2.352 -0.552
C: 6.228 -3.436 -0.759
H: 3.026 -4.340 -3.316
H: 3.961 -4.766 -1.889
H: 4.754 -4.026 -3.303
H: 2.826 -2.193 -2.627
H: 5.514 -1.685 0.152
H: 5.971 -4.073 -1.589
H: 6.300 -4.038 0.145
H: 7.202 -2.995 -0.959
N: 1.977 2.046 3.485
C: 3.083 2.454 2.765
C: 2.913 1.976 1.512
N: 1.709 1.278 1.474
C: 1.169 1.349 2.693
H: 1.804 2.248 4.461
H: 3.878 3.042 3.195
H: 3.563 2.058 0.657
H: 0.237 0.905 3.007



[3]
# C22H25Cl2NO3P2V

A molecular structure, C22H25Cl2NO3P2V in a non-equilibrium geometry (the ωB97M-V functional and the def2-TZVPD basis, the Open Molecules 2025 dataset).

## Properties
gap between HOMO and LUMO (spin up / spin down)	0.26747 / 0.18244	hartree
net charge	+1
relative energy (zero: lowest compared OMol25 entry of this formula, charge and spin)	40.10	kJ/mol
molar mass	535.24	g/mol
multiplicity	3
largest force on an atom	5.57	eV/A

Positions of all 56 atoms, in Å:
C: -0.856 -4.593 1.713
C: -0.697 -3.207 1.427
C: -0.708 -2.895 -0.003
C: -1.975 -3.338 -0.469
C: -2.387 -4.648 -0.203
C: -1.743 -5.299 0.874
C: -2.934 -2.209 -0.754
C: -2.133 -1.498 -1.867
C: -0.719 -1.523 -1.905
C: 0.004 -1.685 -3.113
C: -0.631 -1.320 -4.305
C: -1.975 -0.911 -4.272
C: -2.740 -1.135 -3.100
H: -0.463 -5.055 2.632
H: -3.214 -5.090 -0.751
H: -1.985 -6.326 1.100
H: -3.818 -2.637 -1.335
H: -0.042 -1.385 -5.233
H: -2.457 -0.607 -5.226
H: -3.821 -1.046 -3.167
N: -0.072 -1.758 -0.634
V: 1.468 -0.780 -0.403
C: -1.040 -2.082 2.316
H: -0.283 -1.286 2.293
H: -1.276 -2.454 3.313
C: 1.356 -2.381 -3.098
H: 1.219 -3.403 -2.730
H: 1.726 -2.482 -4.115
P: -2.726 -1.342 1.795
P: 2.734 -1.635 -2.083
C: 3.590 -0.622 -3.262
H: 3.705 0.386 -2.860
H: 4.578 -1.031 -3.494
H: 3.001 -0.522 -4.175
C: 3.878 -2.930 -1.533
H: 4.782 -2.943 -2.176
H: 4.173 -2.718 -0.486
H: 3.391 -3.920 -1.540
C: -3.688 -1.768 3.258
H: -3.166 -2.600 3.759
H: -3.712 -0.925 3.954
H: -4.701 -2.085 2.963
C: -2.305 0.388 1.637
H: -2.468 0.741 0.608
H: -2.872 0.990 2.362
H: -1.229 0.507 1.840
C: 1.061 0.585 -1.539
O: 0.741 1.218 -2.484
H: -3.455 -1.758 0.180
Cl: 2.915 2.055 -0.023
C: 1.672 2.323 1.300
Cl: 0.039 2.610 0.672
C: 1.552 1.045 2.139
O: 1.324 1.257 3.349
O: 1.748 -0.104 1.514
H: 2.002 3.188 1.894



[4]
# C22H25ClN2O6S

C22H25ClN2O6S in the gas phase (the ωB97M-V functional and the def2-TZVPD basis, the Open Molecules 2025 dataset).

## Properties
gap between HOMO and LUMO	0.34828	hartree
relative energy (zero: lowest compared OMol25 entry of this formula, charge and spin)	0.00	kJ/mol
molar mass	480.97	g/mol
multiplicity	1
largest force on an atom	0.97	eV/A

Positions of all 57 atoms, in Å:
O: 1.627 -3.707 -3.554
C: 0.698 -3.068 -3.114
N: 0.831 -2.028 -2.273
H: 0.020 -1.556 -1.904
C: 2.119 -1.650 -1.740
C: 2.150 -1.442 -0.249
C: 2.936 -0.410 0.260
C: 3.078 -0.206 1.618
C: 2.411 -1.028 2.510
C: 1.610 -2.047 2.033
C: 1.491 -2.256 0.667
Cl: 0.498 -3.580 0.151
H: 1.083 -2.700 2.713
H: 2.510 -0.870 3.572
H: 3.698 0.598 1.979
H: 3.449 0.242 -0.429
H: 2.463 -0.731 -2.228
H: 2.808 -2.458 -2.020
C: -0.739 -3.379 -3.541
H: -0.825 -4.458 -3.690
H: -0.940 -2.865 -4.490
O: -1.708 -2.992 -2.577
C: -2.530 -1.980 -2.875
O: -2.500 -1.368 -3.910
C: -3.518 -1.726 -1.756
H: -4.318 -2.461 -1.880
H: -3.951 -0.735 -1.900
C: -2.926 -1.880 -0.356
C: -1.930 -0.826 0.046
C: -1.332 0.042 -0.862
C: -0.390 0.968 -0.438
C: -0.061 1.041 0.899
C: -0.652 0.200 1.822
C: -1.571 -0.737 1.391
H: -2.025 -1.410 2.103
H: -0.370 0.287 2.859
S: 1.040 2.334 1.457
O: 1.995 2.621 0.429
O: 1.500 2.031 2.779
N: 0.061 3.677 1.596
C: -0.439 4.257 0.371
H: 0.390 4.294 -0.335
C: -0.959 5.662 0.688
H: -1.432 6.107 -0.189
O: -1.948 5.617 1.690
C: -1.443 5.054 2.879
H: -2.268 5.058 3.593
C: -0.938 3.629 2.638
H: -0.460 3.225 3.530
H: -1.783 2.985 2.345
H: -0.616 5.667 3.263
H: -0.119 6.290 1.017
H: -1.260 3.652 -0.046
H: 0.100 1.627 -1.137
H: -1.609 0.027 -1.905
H: -3.743 -1.878 0.370
H: -2.433 -2.854 -0.285



The lowest largest force on an atom belongs to which entry? C22H25BMnN12O2S



Among the records above, which one has the lowest largest force on an atom? C22H25BMnN12O2S



Which formula does entry 2 have? C22H25Cl2MnN7S